{
  "formula": "C6H8HgO5",
  "method": "wB97M-V/def2-TZVPD",
  "homo_lumo_gap_ev": [9.07, 9.10],
  "s2": 0.75,
  "lumo_energy_ev": [-3.30, -5.26],
  "spin_multiplicity": 2,
  "total_charge": 1,
  "relative_energy_kcal_mol": 20.4,
  "largest_force_ev_per_a": 6.248,
  "homo_energy_ev": [-12.37, -14.36],
  "energy_ha": -762.67269,
  "symbols": ["Hg", "O", "O", "C", "C", "O", "C", "H", "H", "H", "H", "O", "C", "C", "O", "C", "H", "H", "H", "H"],
  "coordinates": [[0.378, 3.311, -1.180], [-0.913, 2.251, -0.371], [-0.536, 1.182, 1.568], [-1.118, 0.071, 2.254], [-2.332, -0.267, 1.389], [-2.064, 0.394, 0.150], [-0.938, 1.150, 0.258], [-0.393, -0.752, 2.300], [-1.376, 0.393, 3.267], [-3.266, 0.131, 1.803], [-2.425, -1.341, 1.192], [1.237, 0.702, -1.176], [2.151, -0.207, -1.868], [1.712, -1.566, -1.326], [0.543, -1.225, -0.513], [0.379, 0.039, -0.470], [1.991, -0.069, -2.941], [3.157, 0.107, -1.576], [2.441, -2.042, -0.665], [1.372, -2.262, -2.096]],
  "atomic_forces_ev_per_a": [[4.1, 3.9, -2.6], [-4.1, -3.2, 1.9], [0.1, 0.4, 0.0], [0.1, -0.1, 0.1], [-0.2, -0.3, 0.2], [0.1, 0.4, -0.5], [0.0, -1.7, 1.4], [-0.1, 0.2, 0.0], [0.1, -0.1, -0.3], [0.2, -0.1, -0.2], [-0.1, 0.3, 0.1], [0.0, -0.4, 0.1], [0.3, 0.1, 0.0], [0.4, -0.3, -0.3], [-0.3, -0.1, 0.4], [-0.4, 1.2, -0.6], [0.1, -0.1, 0.2], [-0.2, -0.2, -0.2], [-0.2, 0.1, -0.2], [0.1, 0.1, 0.2]],
  "mulliken_spin": [0.96, 0.02, 0.00, 0.00, 0.00, 0.01, 0.02, 0.00, 0.00, 0.00, 0.00, -0.01, 0.00, 0.00, 0.00, 0.00, 0.00, 0.00, 0.00, 0.00]
}



{
  "formula": "CHBrN2O3",
  "method": "wB97M-V/def2-TZVPD",
  "homo_lumo_gap_ev": 8.72,
  "lumo_energy_ev": -1.19,
  "relative_energy_kcal_mol": 13.2,
  "largest_force_ev_per_a": 3.484,
  "homo_energy_ev": -9.91,
  "energy_ha": -2947.72437,
  "symbols": ["C", "N", "N", "O", "O", "O", "Br", "H"],
  "coordinates": [[0.143, 0.682, 0.069], [-0.496, 0.020, -1.595], [0.459, -0.457, 0.871], [1.673, -0.562, 1.128], [-0.509, -1.126, -1.718], [-0.450, -1.252, 1.174], [-1.697, 1.266, 0.245], [0.876, 1.430, -0.174]],
  "atomic_forces_ev_per_a": [[-2.9, -0.8, -1.7], [1.1, -1.5, 0.1], [0.5, -0.6, 0.8], [-1.6, -0.4, -0.3], [0.0, 1.5, 0.5], [1.9, 1.2, -0.6], [0.7, 0.4, 0.7], [0.3, 0.0, 0.5]],
  "mulliken_charge": [-0.26, 0.17, 0.81, -0.55, -0.16, -0.46, -0.07, 0.52]
}



{
  "formula": "C4H8N4",
  "method": "wB97M-V/def2-TZVPD",
  "homo_lumo_gap_ev": 9.57,
  "smiles": "CN1N=N[C@]2(C)CN12",
  "lumo_energy_ev": 1.01,
  "relative_energy_kcal_mol": 108.0,
  "largest_force_ev_per_a": 3.192,
  "homo_energy_ev": -8.56,
  "energy_ha": -376.07634,
  "symbols": ["C", "N", "N", "N", "C", "C", "C", "N", "H", "H", "H", "H", "H", "H", "H", "H"],
  "coordinates": [[-1.849, 1.456, -1.337], [-0.950, 0.404, -0.946], [-0.227, -0.150, -1.847], [0.874, -0.623, -1.365], [0.830, -0.736, 0.012], [2.021, -0.898, 0.917], [-0.512, -1.394, 0.466], [-0.633, 0.083, 0.365], [-1.181, 2.393, -1.334], [-2.282, 1.158, -2.253], [-2.709, 1.729, -0.727], [2.468, -0.082, 1.410], [2.869, -1.412, 0.424], [1.797, -1.425, 1.799], [-1.245, -1.965, -0.144], [-0.548, -1.520, 1.561]],
  "atomic_forces_ev_per_a": [[1.5, 2.4, 1.0], [-1.6, -1.1, 2.2], [2.3, -0.1, -1.2], [-0.2, -0.3, -0.5], [-2.9, -1.3, 0.7], [0.8, -0.4, -1.0], [0.6, 2.0, 0.8], [0.4, 0.2, -0.3], [-1.3, -1.0, -0.7], [0.1, 0.1, -1.4], [0.4, -0.8, 0.8], [0.3, 2.1, -0.3], [-0.7, 0.1, -0.1], [-0.8, -1.4, 0.7], [1.1, 0.2, 0.2], [0.0, -0.7, -0.7]],
  "mulliken_charge": [-0.71, 0.73, -0.54, -0.42, 0.94, -1.33, -0.52, -0.62, 0.28, 0.29, 0.28, 0.34, 0.34, 0.36, 0.27, 0.29]
}